This record from the Open Molecules 2025 dataset describes a single C3H3NS molecule in a non-equilibrium geometry. The level of theory is ωB97M-V/def2-TZVPD.

XYZ file:
```
8
Properties=species:S:1:pos:R:3:lowdin_charge:R:1
S -2.258 0.533 1.343 0.5976
N 0.443 -0.172 -0.386 0.0382
C -0.753 -0.070 1.798 -0.6427
C -0.068 -0.409 0.682 -0.1980
C 0.849 -0.011 -1.731 0.0396
H 1.684 -0.475 -2.284 0.0571
H 0.422 0.868 -2.198 0.0479
H -0.318 -0.265 2.776 0.0604
```

Its largest force on an atom is 3.45 eV Å⁻¹. The HOMO energy (alpha / beta) is -7.8 / -8.3 eV. The calculation puts the frontier orbital gap (alpha / beta) at 7.0 / 7.3 eV. Its energy relative to the best compared isomer or geometry (same formula, charge and spin) is 2.9795 eV.


This record from the Open Molecules 2025 dataset describes 2 unconnected molecules or ions with the total composition C3H3NS2 in a non-equilibrium geometry. The level of theory is ωB97M-V/def2-TZVPD.

XYZ file:
```
9
Properties=species:S:1:pos:R:3:lowdin_charge:R:1
S -2.666 -1.102 1.208 0.6336
S -2.671 -1.294 -0.851 0.6424
N -2.327 3.277 -0.285 -0.0191
C -1.869 -0.102 0.061 -1.1336
C -2.304 2.155 -0.141 -0.1818
C -0.443 0.178 -0.032 -0.2121
H 0.211 -0.766 0.177 0.1364
H -0.327 0.803 -0.909 0.0789
H -0.130 0.826 0.729 0.0553
```

Its largest force on an atom is 5.92 eV Å⁻¹. The HOMO energy is -9.8 eV. The calculation puts the frontier orbital gap at 8.2 eV. Its energy relative to the best compared isomer or geometry (same formula, charge and spin) is 3.5278 eV.


This record from the Open Molecules 2025 dataset describes a molecular structure, C3H3NiO3 in a non-equilibrium geometry. The level of theory is ωB97M-V/def2-TZVPD.

XYZ file:
```
10
Properties=species:S:1:pos:R:3:lowdin_charge:R:1
Ni -2.369 0.017 -1.085 0.9103
O -1.433 1.647 -0.814 0.0224
O 0.017 -1.326 -1.327 0.0641
O 0.163 1.593 0.654 0.1243
C -0.876 1.037 0.151 -0.3625
C 0.459 -1.187 -0.205 -0.2119
C 0.816 0.090 0.491 -0.0123
H 1.805 0.382 0.107 0.1605
H 0.431 -2.057 0.484 0.1602
H 0.987 -0.196 1.544 0.1449
```

Its largest force on an atom is 4.87 eV Å⁻¹. Its charge is +1. As for the expectation value of S²: 2.02. The multiplicity is 3. The HOMO energy (alpha / beta) is -14.5 / -14.9 eV. The calculation puts the frontier orbital gap (alpha / beta) at 8.5 / 8.2 eV.